(1)
The following is a quantum chemistry calculation of the molecule C4H10FN3, from the OMol25 dataset.

Cartesian coordinates (Å):
1 F 1.5161 -2.0110 -0.1634
2 N 1.1151 1.6011 0.0510
3 N -1.3672 0.0556 0.5283
4 N 2.9130 0.0913 -0.0832
5 C -2.1139 0.1297 -0.6962
6 C 0.7424 -0.8481 -0.3673
7 C -0.3911 -0.9794 0.6420
8 C 1.6740 0.3672 -0.0881
9 H -1.5332 0.5088 -1.5105
10 H 1.7087 2.3886 0.2156
11 H 0.4661 -0.7705 -1.4348
12 H 0.1925 1.6186 0.3613
13 H -0.1351 -0.9714 1.7424
14 H -2.5594 -0.8917 -0.8793
15 H -2.0489 0.0228 1.3612
16 H 3.4729 0.8676 0.2730
17 H -2.8911 0.8335 -0.5526
18 H -0.7610 -2.0126 0.6004

Forces on atoms 1 to 2 (eV/Å):
F -0.7 0.8 -0.6
N 0.7 -0.4 -0.6

Structure (SMILES) = [H]/N=C(\N)[C@@H](F)CNC
LUMO = 0.0291 Eh
Orbital gap = 9.931 eV
HOMO energy = -9.1384 eV

(2)
The following is a quantum chemistry calculation of the ion C9H15BBrCl2INO3 with charge +1, from the OMol25 dataset.

Cartesian coordinates (Å):
1 I -1.7668 1.7894 2.7161
2 Br 4.0582 0.4657 1.2660
3 Cl -0.1485 -4.0325 -0.6264
4 Cl -0.0693 -0.8753 -2.6810
5 O -2.8911 -1.2856 0.8775
6 O 3.2558 2.6588 -0.1800
7 O -4.0935 0.6488 0.3813
8 N 0.6491 0.9906 -0.4985
9 C -0.2950 -1.3576 -0.9634
10 C -0.3182 -0.1097 -0.1448
11 C -1.1767 1.9467 0.6434
12 C 0.3597 1.9967 0.5681
13 C 1.3723 -2.3289 0.7710
14 C 2.0596 0.7212 -0.9154
15 C 3.0686 1.4711 -0.0509
16 C -1.6175 0.6858 -0.2177
17 C 0.7014 -2.4710 -0.5808
18 B -2.9133 -0.0182 0.3911
19 H 2.1940 -1.6258 0.7757
20 H 1.4717 -2.5136 -1.3315
21 H 0.8699 1.7110 1.4767
22 H 0.6848 -2.0562 1.5570
23 H -4.0802 1.4363 -0.1638
24 H -0.2228 -0.2310 0.9239
25 H -1.5688 2.8910 0.3109
26 H 2.1886 1.1119 -1.9091
27 H 0.7410 2.9822 0.3535
28 H -1.2698 -1.8037 -0.9338
29 H 1.7714 -3.2898 1.0478
30 H 0.2226 1.4258 -1.3156
31 H -3.6988 -1.7279 0.6039
32 H -1.8331 1.1217 -1.1912
33 H 2.2948 -0.3279 -0.9598

Forces on atoms 1 to 2 (eV/Å):
I 0.1 0.1 -0.2
Br -0.3 0.1 -0.4

Structure (SMILES) = C[C@@H](Cl)[C@H](Cl)[C@@H]1[C@@H](B(O)O)[C@@H](I)C[N@H+]1CC(=O)Br
LUMO = -0.1367 Eh
Orbital gap = 9.420 eV
Charge = +1
HOMO energy = -13.1386 eV

The highest HOMO energy belongs to which entry? C4H10FN3

Which formula does entry 2 have? C9H15BBrCl2INO3